Entry from the OMol25 dataset: 9 unconnected molecules or ions with the total composition C73H159N4O7P2 at a distorted geometry (ωB97M-V/def2-TZVPD).

Geometry as XYZ:
```
245
Properties=species:S:1:pos:R:3:forces:R:3
C -0.412278 4.848384 5.954254 1.9 0.1 0.1
C -0.877418 4.222404 4.625904 0.0 1.0 1.5
C -2.038258 3.326784 4.919604 -0.8 -0.5 -0.5
C -2.501018 2.721164 3.588024 -0.6 -0.2 0.5
N -3.654028 1.662744 3.644464 -0.2 1.6 0.2
C -3.379418 0.481934 4.620464 0.7 2.0 0.4
C -4.145958 -0.650466 4.106554 -0.4 -0.7 -1.1
C -4.032728 -0.493766 2.577874 -0.5 0.9 -0.7
C -3.876368 1.014924 2.243664 0.8 -0.2 1.2
C -4.949148 2.459564 4.042954 1.2 -0.2 -0.3
H 0.119902 4.144654 6.594294 -0.3 -0.5 0.1
H -1.090868 5.397944 6.606644 -0.6 -0.2 -0.5
H 0.396612 5.552364 5.758794 -0.1 0.3 -0.2
H -0.115338 3.586914 4.174814 0.4 0.5 -0.1
H -1.142788 5.086814 4.017234 -0.1 -0.4 -0.6
H -2.811528 3.935144 5.388704 -0.2 -0.2 0.0
H -1.672898 2.601824 5.646954 -0.3 -0.3 -0.1
H -1.644488 2.341944 3.030674 -0.2 -0.7 0.2
H -2.871218 3.554674 2.991094 -0.3 -0.1 -0.2
H -3.711708 0.755694 5.621834 0.2 0.4 -0.1
H -2.303418 0.307894 4.627214 0.0 0.1 -0.3
H -5.160248 -0.603566 4.502934 -0.1 -0.3 -0.3
H -3.656938 -1.570426 4.426934 -0.3 -0.1 0.0
H -4.892438 -0.822036 1.993714 0.2 -0.8 0.1
H -3.078198 -0.894946 2.237234 -0.3 -0.6 0.0
H -4.637278 1.534604 1.661394 -0.5 -0.2 0.6
H -2.980388 1.148154 1.637384 0.3 0.1 0.4
H -4.966178 3.332254 3.390084 -0.4 -0.4 -0.5
H -4.881918 2.937534 5.020264 0.4 -0.7 0.3
H -5.828478 1.817764 3.988464 0.2 0.1 -0.2
C 1.874582 1.180694 7.592084 2.4 1.0 1.3
C 0.764612 0.847964 6.706774 -2.0 -2.1 0.5
C 0.405472 -0.723736 6.744464 0.4 0.6 -3.2
C 1.308462 -1.365306 5.632604 0.6 -0.5 1.1
N 1.302192 -2.900736 5.519354 0.9 -1.5 -0.2
C 1.641992 -3.575706 6.884394 -2.0 -0.4 -0.1
C 2.023482 -5.012506 6.482404 0.6 0.9 1.3
C 3.057262 -4.681256 5.442664 0.7 -0.6 -1.0
C 2.542522 -3.446336 4.768244 -0.9 1.9 -1.9
C 0.018862 -3.411836 4.803124 0.3 0.5 2.0
H 1.594612 1.315294 8.636874 -0.1 0.0 -0.1
H 2.435392 2.063894 7.286234 -0.5 0.6 0.0
H 2.731322 0.507464 7.621314 -0.3 -0.8 -0.2
H 0.886632 1.261574 5.705704 0.0 -0.6 -0.2
H -0.168578 1.256584 7.094424 0.1 0.6 0.0
H -0.586788 -0.781146 6.296994 -0.4 -0.1 0.4
H 0.402272 -1.257006 7.695104 0.3 0.5 0.1
H 2.356342 -1.179936 5.868574 0.1 0.2 0.1
H 1.103292 -0.916676 4.660624 -0.4 -0.3 -0.1
H 0.794972 -3.548816 7.569904 -0.2 0.1 -0.2
H 2.418612 -2.964016 7.343524 0.3 -0.3 -0.3
H 1.155302 -5.593466 6.171204 0.1 0.2 -0.3
H 2.462642 -5.574396 7.306734 -0.1 0.2 0.1
H 3.243902 -5.478516 4.723194 -0.2 0.0 -0.1
H 4.047862 -4.444486 5.830944 -0.2 -0.2 0.6
H 2.249492 -3.568416 3.725494 -0.3 -0.3 0.0
H 3.222322 -2.598486 4.683964 0.3 -0.2 0.5
H -0.147008 -4.487176 4.868164 0.7 0.0 0.1
H -0.008418 -3.088006 3.762694 0.1 0.5 0.2
H -0.711328 -2.979956 5.487524 -0.7 0.2 -0.8
C -1.415948 3.073974 -1.152586 -1.4 -0.6 -0.1
C -2.500838 2.292224 -1.930056 -1.1 -0.7 -0.9
C -4.035488 2.585274 -1.643446 0.7 0.7 -0.5
C -5.039198 1.821264 -2.563376 -0.6 -0.8 1.2
N -6.509008 2.032494 -2.186526 -1.6 0.9 0.5
C -6.861738 1.612174 -0.728346 -0.2 -0.3 -0.8
C -8.331788 1.041044 -0.724726 0.5 -0.6 0.3
C -8.778728 0.826154 -2.186836 0.6 1.6 0.4
C -7.487528 1.037614 -2.967546 0.4 0.7 -0.8
C -6.840098 3.554014 -2.401006 0.2 -1.7 0.1
H -0.422918 2.757684 -1.471876 -0.1 0.2 -0.1
H -1.501988 2.886544 -0.082276 0.0 0.0 0.1
H -1.585028 4.137744 -1.319656 0.3 0.1 0.0
H -2.400758 1.206854 -1.923186 0.4 -0.1 0.8
H -2.346388 2.400254 -3.003636 0.0 0.7 -0.2
H -4.193678 3.660484 -1.727106 0.1 0.2 -0.4
H -4.273738 2.439324 -0.589856 0.0 -0.6 0.1
H -4.964218 0.746424 -2.398416 0.6 -0.1 -0.2
H -5.003288 2.004594 -3.637246 0.4 0.3 0.1
H -6.710938 2.452104 -0.050216 0.0 0.0 -0.2
H -6.110578 0.843904 -0.544946 -0.3 -0.3 0.4
H -9.023938 1.626224 -0.119256 0.1 0.4 -0.3
H -8.363918 0.052874 -0.265826 0.6 0.0 0.2
H -9.505258 1.590324 -2.463036 -0.1 0.0 -0.1
H -9.228678 -0.145266 -2.391756 0.3 0.0 0.1
H -7.697608 1.488104 -3.937606 0.3 -0.1 -0.1
H -6.986848 0.078054 -3.096656 0.5 0.3 0.1
H -7.865008 3.716794 -2.067606 0.1 0.1 -0.4
H -6.634988 3.798634 -3.443206 -0.5 -0.1 0.0
H -6.154398 4.159144 -1.807936 -0.2 -0.3 0.2
C 4.720562 -1.662286 -5.288256 -0.6 0.7 0.2
C 5.450892 -1.414676 -3.970176 1.1 0.2 -1.4
C 4.602172 -1.369966 -2.751596 -1.5 -0.5 1.6
C 5.293782 -0.965796 -1.478436 0.2 0.5 1.0
N 4.355552 -0.967166 -0.190176 1.6 0.9 1.1
C 5.187822 -0.489126 1.010224 1.2 0.4 0.5
C 5.604692 -1.688746 1.862694 -0.6 -0.3 -1.2
C 4.301602 -2.485886 1.792474 0.6 -0.3 -0.6
C 3.892622 -2.373176 0.318224 -1.2 1.5 -0.9
C 3.270962 0.122294 -0.378936 0.7 -2.2 -0.5
H 4.051502 -2.512496 -5.155616 -0.1 0.2 -0.5
H 5.334982 -1.765286 -6.182676 0.5 -0.6 0.4
H 4.211442 -0.728326 -5.526186 -0.9 -0.3 0.2
H 5.882322 -0.422326 -4.101356 0.6 -0.1 0.3
H 6.226522 -2.178786 -3.918866 0.3 0.2 0.5
H 4.167552 -2.331966 -2.480016 -0.2 -0.5 -0.6
H 3.760752 -0.684586 -2.853346 -0.1 0.1 -0.6
H 5.669022 0.053974 -1.564366 -0.2 0.2 0.2
H 6.181632 -1.547826 -1.231336 -0.2 -0.4 0.1
H 4.604532 0.173654 1.649454 -0.4 -0.1 -0.3
H 6.064432 0.090524 0.720994 -0.2 0.0 -0.5
H 5.937842 -1.412096 2.862984 -0.1 0.0 -0.1
H 6.386752 -2.253726 1.355474 0.2 0.1 0.1
H 3.590432 -2.023926 2.477264 -0.4 -0.3 -0.3
H 4.448682 -3.548526 1.985484 -0.2 0.0 0.4
H 2.813412 -2.324916 0.173054 -0.2 -0.4 0.2
H 4.293202 -3.101206 -0.387196 0.3 -0.1 0.4
H 3.866722 1.019044 -0.549216 -0.6 0.1 -0.1
H 2.617172 0.153544 0.492664 0.3 0.0 0.0
H 2.707492 -0.245056 -1.236636 -0.1 0.8 0.0
C 2.979522 9.598514 -1.198006 1.2 0.2 -0.8
C 4.255682 9.030064 -1.874426 -0.6 0.1 -0.3
C 4.332642 7.517794 -1.891606 -0.9 -2.0 -1.1
C 3.249162 6.837954 -2.860076 0.6 0.2 0.6
P 3.408762 5.032294 -3.296766 -0.2 0.4 -0.3
C 3.215602 3.958584 -1.784826 0.4 0.2 -1.8
C 2.274462 4.437984 -0.705926 0.5 0.8 0.2
C 2.014392 3.403084 0.379064 -1.5 0.3 -0.3
C 0.962442 3.909344 1.447624 1.5 -0.5 -0.8
C 2.189342 4.496574 -4.610036 -0.4 1.0 1.7
C 0.687612 4.894154 -4.252456 1.5 -0.6 -0.6
C -0.220928 4.790654 -5.483056 -0.2 -0.8 0.5
C -0.018308 3.588124 -6.428346 0.8 0.4 -0.3
C 5.085492 4.746624 -3.992036 -0.9 -0.9 1.0
C 5.319572 3.215804 -4.271476 -1.1 2.0 -0.6
C 6.727672 3.086724 -4.821076 0.2 0.9 0.3
C 7.194112 1.729054 -5.155026 0.6 -1.1 0.1
H 3.108082 10.676164 -1.096786 0.1 0.0 0.4
H 2.894702 9.116104 -0.224256 -0.6 0.2 0.0
H 2.121692 9.539134 -1.867856 -0.2 -0.6 0.4
H 5.153592 9.440354 -1.412356 0.0 -0.1 0.1
H 4.279512 9.329034 -2.922346 0.1 0.3 -0.1
H 4.148932 7.056594 -0.921226 0.4 0.2 0.3
H 5.261942 7.149934 -2.326546 0.5 0.3 0.5
H 3.347312 7.373494 -3.804356 -0.5 0.0 -0.2
H 2.272052 6.986494 -2.400406 -0.2 0.0 -0.4
H 4.237012 3.804084 -1.437056 0.1 0.1 0.3
H 2.925672 3.033044 -2.282246 -0.3 -0.4 0.3
H 1.349152 4.849394 -1.109186 -0.3 -0.4 -0.2
H 2.747452 5.330454 -0.296186 0.1 0.1 0.5
H 2.946442 3.014634 0.789534 0.1 0.5 0.5
H 1.609892 2.524914 -0.124216 -0.3 -0.1 -0.1
H 1.379242 4.771244 1.968684 0.0 -0.2 0.4
H 0.768602 3.050554 2.090284 -0.1 0.3 0.4
H 0.021872 4.265054 1.027034 0.1 -0.3 -0.4
H 2.307462 3.415124 -4.678006 -0.1 -0.3 0.0
H 2.564262 4.919554 -5.542036 -0.2 0.2 -0.1
H 0.627812 5.906494 -3.852826 0.1 0.1 -0.1
H 0.322702 4.250954 -3.451686 0.2 -0.3 0.0
H -0.160078 5.754634 -5.988166 -0.3 -0.2 -0.3
H -1.206658 4.625614 -5.048076 -0.4 0.6 -0.2
H 0.202642 2.637504 -5.942956 -0.4 0.0 0.4
H 0.838582 3.726454 -7.087676 0.1 0.3 -0.1
H -0.869718 3.484094 -7.100926 -0.1 -0.1 0.2
H 5.702472 4.996974 -3.129036 0.5 0.4 -0.3
H 5.259072 5.396784 -4.849516 0.1 0.0 0.1
H 4.527302 2.888494 -4.944726 0.2 -0.3 -0.3
H 5.054282 2.764784 -3.315286 0.8 -0.7 0.0
H 7.365882 3.530884 -4.057206 0.4 -0.1 0.1
H 6.950212 3.687634 -5.702826 -0.9 0.5 -0.1
H 7.368192 1.239404 -4.196886 0.0 -0.7 -0.3
H 8.127332 1.756114 -5.717576 0.2 0.1 0.3
H 6.515302 1.181414 -5.808806 -0.3 -0.1 0.3
C -4.144498 -6.751486 -4.446016 0.5 -0.6 0.0
C -3.252258 -7.663516 -3.542426 -2.5 0.8 -0.5
C -2.265468 -6.841096 -2.771836 1.5 -0.7 1.0
C -2.852558 -6.064416 -1.540266 0.6 -0.1 0.1
P -1.733658 -4.991656 -0.577996 -0.3 0.9 -2.0
C -1.156318 -3.638756 -1.646066 1.6 -0.6 0.3
C -0.110478 -4.033366 -2.741806 -0.3 1.3 -0.2
C 0.615372 -2.769026 -3.283716 -0.9 -0.2 -0.5
C 1.551852 -3.179866 -4.397626 -0.6 1.0 -0.2
C -2.639658 -4.217236 0.813684 0.6 -0.2 -0.7
C -2.727638 -5.100576 2.063264 0.3 2.1 0.5
C -3.579448 -4.392096 3.142644 -1.8 -0.3 0.0
C -5.100258 -4.475206 2.875414 -0.5 -0.3 0.1
C -0.179138 -5.878076 -0.196416 -0.5 0.3 1.0
C 0.964852 -5.090296 0.558924 -2.1 0.8 -1.5
C 1.797342 -5.957416 1.422494 0.9 -0.5 -1.0
C 2.402042 -7.129806 0.544084 -0.1 1.1 1.7
H -4.833868 -7.330196 -5.060806 -0.1 -0.1 0.2
H -3.559658 -6.180686 -5.167296 0.2 0.2 0.2
H -4.720378 -6.080496 -3.808656 0.0 0.2 -0.2
H -2.891408 -8.541716 -4.077826 0.6 0.4 0.0
H -3.969288 -8.069476 -2.828866 0.0 -0.3 0.2
H -1.593358 -6.308286 -3.444496 -0.5 0.8 0.0
H -1.546548 -7.554286 -2.368596 0.1 -0.2 0.5
H -3.142918 -6.750396 -0.744516 -0.4 -0.6 -0.3
H -3.731018 -5.453096 -1.746896 0.0 0.3 -0.2
H -0.511128 -3.143146 -0.920666 -0.1 0.8 0.3
H -1.932378 -2.964426 -2.008156 -0.2 -0.3 0.0
H -0.602328 -4.542766 -3.570476 0.1 0.1 0.0
H 0.719712 -4.655126 -2.406696 -0.3 -0.4 0.4
H 1.221342 -2.258196 -2.535416 -0.2 0.0 0.5
H -0.082128 -2.030036 -3.678036 -0.3 0.0 0.2
H 2.400962 -3.626356 -3.880176 0.2 -0.5 -1.0
H 1.813822 -2.306306 -4.994586 0.6 0.2 0.5
H 0.990872 -3.721756 -5.159046 0.4 -1.0 0.3
H -3.579568 -3.803886 0.447854 -0.4 -0.6 -0.3
H -2.080938 -3.287956 0.924944 0.5 0.0 0.7
H -1.727068 -5.069096 2.494514 0.3 -0.8 -0.1
H -3.046088 -6.106016 1.787964 -0.1 0.0 0.5
H -3.360398 -3.336916 3.306094 0.7 0.1 -0.6
H -3.438958 -4.818076 4.136074 0.3 -0.4 -0.1
H -5.444298 -5.503596 2.985664 0.1 -0.1 -0.2
H -5.474138 -4.104056 1.921174 0.5 -0.1 -0.4
H -5.734298 -3.930196 3.574734 0.4 0.2 0.4
H 0.042342 -6.300016 -1.176726 0.4 -0.1 0.2
H -0.477848 -6.687066 0.470224 0.0 -0.4 -0.1
H 0.454262 -4.306306 1.118174 0.2 0.2 0.2
H 1.582942 -4.566686 -0.170386 0.0 0.0 -0.2
H 1.232392 -6.194936 2.323884 0.0 -0.8 -0.1
H 2.610212 -5.312416 1.756134 0.3 -0.1 0.2
H 3.023072 -7.695586 1.238574 -0.2 -0.7 -0.4
H 3.081262 -6.719976 -0.203446 -0.1 0.2 -0.1
H 1.629102 -7.698436 0.027054 0.2 -0.2 0.4
C -0.363138 -0.039046 0.539874 0.4 -0.3 0.3
C -0.023908 -0.922196 1.749974 -0.1 -1.0 0.4
O -0.489928 -0.635996 2.883524 -0.5 0.7 -0.1
O 0.748442 -1.900296 1.567904 0.3 0.0 -0.4
H 0.036762 -0.464656 -0.380476 0.2 0.1 0.1
H 0.153842 0.884744 0.799584 -0.2 0.4 -0.5
H -1.425928 0.130294 0.366924 0.0 0.1 0.4
C -3.676938 -1.014016 -0.822646 0.9 0.5 -0.1
C -4.794408 -1.961426 -1.169846 -1.4 -1.5 -0.2
O -5.864668 -1.738076 -0.537156 0.1 0.4 0.0
O -4.607088 -2.910946 -1.979376 0.7 0.8 0.6
H -4.100818 -0.121286 -0.362776 0.1 0.1 0.0
H -3.045618 -0.737686 -1.667136 -0.1 -0.1 -0.2
H -2.992148 -1.456356 -0.099126 -0.1 -0.2 0.1
O 1.249012 1.133924 -2.496356 0.6 0.6 6.5
C 1.292682 0.953824 -3.742416 3.6 0.4 -6.8
O 0.181912 0.762534 -4.226906 -2.3 -0.8 -1.6
O 2.407262 1.058454 -4.323646 0.0 0.1 0.3
H 0.326462 0.876634 -2.561876 -1.8 0.0 2.0
```
Forces are in eV/Å.

For the HOMO-LUMO gap, the calculation gives 7.7 eV. As for the charge: +3. Its HOMO energy is -12.77 eV. As for the LUMO energy: -5.1 eV. The calculated total energy is -4304.33053 hartree.

Atomic partial charges in e from the Mulliken method, atoms 1 to 6:
1 C -1.589
2 C 0.333
3 C -0.449
4 C -0.899
5 N 1.240
6 C -0.575